This record from the OMol25 dataset describes a structure of composition C38H24CdN10S at a distorted geometry. The level of theory is ωB97M-V/def2-TZVPD.

```
! RIJCOSX wB97M-V def2-TZVPD def2/J DEFGRID3
* xyz 0 1
H 7.4830 -1.2256 -1.1633
C -4.1703 0.7020 -1.4185
C -6.5443 0.6932 -1.3818
N 2.3702 2.3759 -1.4283
H 1.5229 -1.8056 6.4932
C 1.3823 -5.3986 -1.3416
C 0.6965 -4.1951 -1.3816
C -0.7437 -6.5581 -1.3166
H -5.3483 2.4888 -1.4047
C -1.4449 5.3560 -1.3343
C -4.1712 -0.7085 -1.4187
C 4.1693 -0.7092 -1.3245
C 1.1153 -2.7963 -1.4695
C 1.3832 5.3912 -1.3278
H -1.2804 7.4879 -1.2838
H -0.0539 0.1284 6.5181
C -1.4446 -5.3639 -1.3497
C 0.7201 -0.8220 4.7766
C 2.7753 1.1158 -1.4550
C -0.7433 6.5502 -1.2985
C -0.7163 -4.1859 -1.3883
C 5.3565 1.4131 -1.2549
C -1.6373 2.0699 5.3265
C -2.7728 1.1115 -1.4993
S 0.0408 0.0178 1.0669
C 0.6966 4.1894 -1.3750
C 0.6486 -6.5742 -1.3143
H -2.6671 1.9464 4.9964
H -2.5246 5.3338 -1.3456
C 1.1161 2.7913 -1.4768
C -1.1164 2.7825 -1.4882
C -6.5448 -0.6989 -1.3828
C -0.7157 4.1797 -1.3800
H 2.4610 5.4069 -1.3337
H 1.1661 7.5162 -1.2808
C -5.3588 1.4105 -1.3946
H 2.4601 -5.4152 -1.3493
H 5.3554 2.4924 -1.2623
H -7.4884 1.2196 -1.3833
H -7.4887 -1.2256 -1.3851
H 5.3567 -2.4974 -1.2665
N 0.0027 2.0273 -1.5925
N 0.6977 -0.7954 3.4331
N -0.7850 1.0224 3.3697
C 2.7762 -1.1223 -1.4508
C 0.6485 6.5666 -1.2965
C -0.7913 1.0313 4.6759
H 2.6048 -1.7402 5.0986
Cd 0.0026 0.0030 -1.7399
N 2.3709 -2.3822 -1.4190
H -5.3492 -2.4951 -1.4083
N 2.0181 -0.0035 -1.5710
C 5.3573 -1.4181 -1.2558
N 0.0017 -2.0297 -1.5712
C 1.5700 -1.8638 5.4125
H 1.2368 -1.4544 2.8830
C -5.3598 -1.4168 -1.3960
H 1.2406 -2.8526 5.0990
C 6.5393 0.6940 -1.1968
H 7.4827 1.2208 -1.1603
C 4.1688 0.7039 -1.3255
C 6.5397 -0.6985 -1.1981
H -1.3084 3.0535 4.9963
N -2.3727 -2.3770 -1.4621
H 1.1658 -7.5243 -1.3002
C -0.0513 0.1236 2.7099
C -2.7746 -1.1197 -1.4982
H -2.5242 -5.3422 -1.3626
C -0.0357 0.1053 5.4430
H -1.5905 2.0129 6.4094
N -2.3706 2.3690 -1.4655
N -2.0104 -0.0046 -1.5898
H -1.2804 -7.4962 -1.3031
C -1.1170 -2.7884 -1.4842
*
```

Summary:
maximum force: 2.200 eV/Å
electronic energy: -70098.0751 eV
Kohn-Sham gap (spin up / spin down): 4.91 / 4.94 eV